The following is a DFT calculation (ωB97M-V/def2-TZVPD) of 11 unconnected molecules or ions with the total composition H22O11.

```
33
Properties=species:S:1:pos:R:3:forces:R:3:lowdin_charge:R:1
H 0.41650 0.35026 0.10782 -0.0201 -0.0428 -0.2706 0.035
H -1.02196 0.47454 0.58261 -0.1166 -0.1667 0.0983 0.064
H -4.33957 -4.04055 0.52264 -0.0125 0.0969 -0.0470 0.033
H -2.95437 -3.43383 0.37047 -0.0847 0.0814 -0.0673 0.025
H -0.42094 0.46575 -4.11721 0.0663 0.0826 -0.1652 0.029
H -0.21223 1.91612 -4.52082 0.0265 0.0167 0.1065 0.048
H -3.02402 0.70454 4.07097 -0.0901 -0.0394 0.0085 0.031
H -3.76677 1.18502 2.83505 -0.1010 -0.0637 0.0588 0.029
H 4.71703 2.61067 -0.75324 -0.0549 -0.0871 -0.0781 0.050
H 3.44240 3.06217 -0.05933 0.1422 0.0022 -0.1230 0.025
H 2.23130 -1.26810 4.10184 0.0302 -0.0738 0.0298 0.036
H 3.51490 -1.66393 3.39069 -0.0638 -0.0303 -0.0272 0.036
H -2.36426 -0.34254 -2.81689 -0.1545 -0.0192 0.1108 0.027
H -1.99566 0.65616 -1.73210 -0.0028 0.0918 -0.2399 0.011
H 0.57784 2.81718 -0.94092 -0.0005 0.2444 -0.0058 0.017
H 1.66680 1.98909 -1.60311 0.2728 0.1110 -0.2573 0.014
H 1.57700 -2.81978 0.74790 0.1092 0.0321 0.0591 0.034
H 0.92173 -1.45932 0.92054 -0.1512 -0.0908 0.2175 -0.021
H -0.09181 -2.40783 -2.04018 -0.0030 -0.0656 -0.0134 0.023
H -0.17902 -3.80101 -1.43893 -0.0521 -0.0126 -0.1210 0.030
H 0.99651 1.99676 1.27177 -0.0404 -0.1565 0.3188 0.004
H 1.60312 3.39030 1.28332 -0.1148 0.1022 0.1850 0.026
O -0.21708 -0.03698 0.72232 0.0155 0.4822 -0.1797 -0.037
O -3.87114 -3.31261 0.09876 0.0808 -0.1708 0.1139 -0.060
O 0.04330 1.26847 -3.85431 -0.2407 -0.4980 -0.4889 -0.065
O -3.87120 0.63151 3.61717 0.1904 0.1094 -0.0581 -0.060
O 3.75737 2.59552 -0.84165 -0.0470 0.0435 0.2208 -0.043
O 2.56977 -1.85155 3.41336 0.4348 0.1926 1.0723 -0.071
O -2.75370 0.28455 -2.19714 0.1493 -0.0409 0.0708 -0.048
O 0.84063 2.44828 -1.79172 -0.1208 0.0267 0.9082 -0.060
O 1.69861 -1.96712 1.18053 -0.2501 -0.3162 -1.2146 -0.071
O -0.40732 -3.29873 -2.22924 0.0860 0.1030 0.1485 -0.052
O 0.91627 2.85699 1.69903 0.1174 0.0559 -0.3703 -0.039
```
Positions in Å, forces in eV/Å.

Multiplicity: 1
Energy above the lowest of the compared OMol25 structures with the same formula, charge and spin, kcal per mole: 78.3
SMILES: O.O.O.O.O.O.O.O.O.O.O
Electronic energy, eV: -22878.11814

The following is a DFT calculation (ωB97M-V/def2-TZVPD) of 2 unconnected molecules or ions with the total composition C19H28N3O.

```
51
Properties=species:S:1:pos:R:3:forces:R:3:lowdin_charge:R:1
C -1.32171 3.38295 -1.70815 0.7742 0.7953 -0.3246 0.006
N -2.30732 2.32971 -1.58389 -0.4055 -0.5138 0.1694 -0.033
C -2.65106 1.60472 -0.48346 -1.1915 0.3441 -1.4943 -0.060
C -2.08927 1.84670 0.85665 0.5404 -0.2200 4.1550 -0.276
C -0.71934 2.34542 1.00864 -0.2730 -0.1201 -0.8079 -0.060
C -0.36091 2.96123 2.16552 -0.5245 0.3441 -0.2677 -0.007
C 0.70888 3.94593 2.27032 0.9374 0.4128 -0.0496 -0.221
C 0.57875 5.05133 3.14924 -0.1201 -0.5842 -0.2847 -0.019
C 1.55315 6.04486 3.19103 0.1844 0.0368 -0.1785 -0.066
C 2.68424 5.96901 2.36559 -0.4360 -0.3649 0.1973 -0.062
C 2.81387 4.88667 1.49252 -0.1313 -0.2509 -0.2281 -0.069
C 1.83276 3.89382 1.42225 -0.1078 0.3587 0.3680 -0.032
O -2.76158 1.67908 1.91051 0.8008 0.2193 -2.6454 0.018
N -3.72014 0.84176 -0.84949 0.4615 0.1846 -0.1847 0.096
C -4.52171 -0.11618 -0.00776 -0.2558 -0.2823 0.3573 -0.537
C -5.51567 -0.86113 -0.87948 -0.2970 -0.3074 -0.5052 -0.052
C -5.30745 0.64953 1.03571 -0.3846 0.4161 0.4725 -0.021
C -3.56844 -1.10118 0.63317 0.3745 -0.4015 0.1290 -0.014
C -3.97609 1.05178 -2.18645 -0.1115 -0.0627 0.4738 0.011
C -3.11682 1.98416 -2.64098 0.3804 0.0067 0.6014 0.014
H -1.57247 3.97118 -2.60166 0.0352 -0.2235 0.3334 0.108
H -1.30589 4.05357 -0.84040 -0.1387 -0.3448 -0.2204 0.111
H -0.31809 2.96454 -1.85044 -0.2780 0.0944 0.0490 0.107
H -0.00016 2.24357 0.18914 -0.4540 0.3792 0.2317 0.102
H -1.02674 2.90799 3.02988 -0.1095 0.0499 -0.4108 0.136
H -0.33213 5.13677 3.75159 0.4335 -0.0534 -0.0734 0.121
H 1.43596 6.89313 3.86502 -0.0131 -0.2346 -0.1656 0.111
H 3.45453 6.73912 2.40737 -0.2381 -0.2134 -0.0117 0.112
H 3.68120 4.81449 0.83862 -0.1528 0.0549 0.1553 0.108
H 1.91128 3.06986 0.71016 0.2133 0.2364 0.2585 0.110
H -5.03256 -1.43784 -1.67786 -0.0658 0.0661 0.1324 0.098
H -6.07068 -1.57422 -0.25261 0.2864 0.2808 -0.1404 0.107
H -6.26284 -0.19073 -1.32336 0.1504 -0.1142 0.0945 0.096
H -4.63958 1.14307 1.74475 -0.3900 -0.1368 -0.2141 0.066
H -5.95460 1.39395 0.55816 0.0589 -0.0771 0.0686 0.101
H -5.95624 -0.04865 1.58329 0.2057 0.1388 -0.2022 0.106
H -2.89734 -0.60230 1.33726 -0.1170 -0.1929 -0.0874 0.068
H -4.14547 -1.85925 1.17926 0.1633 0.2506 -0.1059 0.108
H -2.98132 -1.61768 -0.13513 -0.0411 0.0303 0.1363 0.102
H -4.75618 0.54637 -2.71781 -0.0454 -0.0819 0.0396 0.128
H -3.01525 2.41698 -3.61527 0.0708 0.1250 -0.0999 0.140
C -0.07251 -0.41047 3.03737 0.1817 -0.0461 0.1503 -0.132
N 0.88525 0.68767 2.98011 0.1932 0.3147 -0.3992 -0.203
C 1.35390 1.09556 4.29787 0.1289 -0.3647 0.0164 -0.131
H -0.21074 -0.84252 2.03392 0.0364 0.1237 0.3225 0.077
H 0.33021 -1.18710 3.71731 -0.5222 -0.0378 -0.2395 0.082
H -1.05603 -0.05501 3.39855 0.4824 -0.1638 -0.0519 0.081
H 1.68573 0.40432 2.41125 -0.3005 0.1217 0.2816 0.113
H 2.16744 1.82918 4.20025 -0.2830 -0.2201 0.0483 0.082
H 0.53133 1.55511 4.87619 0.3444 -0.2728 -0.2020 0.087
H 1.72957 0.19390 4.81766 -0.0504 0.5003 0.3530 0.079
```
Positions in Å, forces in eV/Å.

Net charge: +1
Multiplicity: 1
Energy above the lowest of the compared OMol25 structures with the same formula, charge and spin, kcal per mole: 0.0
Electronic energy, eV: -26668.10708

The following is a DFT calculation (ωB97M-V/def2-TZVPD) of C3H6O2 in the gas phase.

```
11
Properties=species:S:1:pos:R:3:forces:R:3:lowdin_charge:R:1
O -1.44368 -0.17746 -0.96001 0.1032 0.1180 -0.1982 -0.032
C -0.84164 -0.20911 0.57698 0.0702 0.0114 0.1086 -0.108
C 0.53070 -0.54962 0.24880 0.1614 -0.0019 0.2752 -0.197
C 1.48081 0.52510 0.05200 0.0807 -0.0813 -0.0574 -0.372
O 2.69275 0.43606 0.00332 -0.3610 0.0468 0.0012 -0.005
H -1.47988 0.75503 -1.24878 -0.0540 -0.2644 0.0191 0.115
H -1.44425 -0.98737 1.03895 0.0989 0.1483 -0.0478 0.110
H -1.09147 0.78639 0.95215 0.1025 -0.1210 -0.1096 0.108
H -0.35862 -0.52197 -1.07680 -0.2651 0.1089 -0.0389 0.161
H 0.91739 -1.51564 0.56270 -0.0599 0.1038 -0.1013 0.104
H 0.98963 1.52185 -0.13040 0.1231 -0.0685 0.1490 0.115
```
Positions in Å, forces in eV/Å.

Multiplicity: 1
Energy above the lowest of the compared OMol25 structures with the same formula, charge and spin, kcal per mole: 85.6
Electronic energy, eV: -7299.96626

The following is a DFT calculation (ωB97M-V/def2-TZVPD) of 9 unconnected molecules or ions with the total composition C19H58N12O9.

```
98
Properties=species:S:1:pos:R:3:forces:R:3:lowdin_charge:R:1
C -2.13571 -1.76412 4.99109 -1.0896 0.1569 -1.1235 -0.055
C -1.59330 -1.17211 3.68668 1.3961 1.1314 2.5081 -0.420
C -0.61553 -0.03449 4.08121 -0.4141 -1.4886 -0.1986 -0.160
O -0.15904 0.53770 2.84174 0.0896 0.3900 1.0805 -0.255
C 1.20863 0.90476 2.78654 0.7622 0.1551 -0.4127 -0.081
N -0.88088 -2.25400 2.98088 -1.5806 1.2538 -0.3239 0.062
H -2.71308 -0.96977 5.46412 0.3416 -0.1130 0.6902 0.087
H -1.40410 -2.30208 5.59395 0.0374 0.4602 0.1020 0.080
H -2.89758 -2.48275 4.68906 -0.0626 -0.3686 0.1696 0.072
H -2.42628 -0.68967 3.17533 -0.0503 -0.2518 -0.5680 0.122
H 0.12872 -0.49674 4.72967 1.0159 -0.1744 -0.7474 0.122
H -1.04397 0.63566 4.82649 -0.5840 0.8265 -0.7653 0.129
H 1.42681 1.33679 1.80989 -0.3993 -0.0467 -0.2598 0.068
H 1.85416 0.02776 2.83405 -0.0120 -0.0521 0.4156 0.078
H 1.51524 1.68792 3.47989 -0.3042 -0.1985 0.5165 0.099
H -0.48767 -1.82657 2.15457 0.3484 -0.1005 -0.5226 0.051
H -1.72272 -2.71748 2.67008 0.3653 -1.2007 -0.6153 0.081
C -1.56957 5.66550 0.31457 0.7727 0.5411 2.3535 -0.078
C -1.36891 4.51652 -0.57731 0.9028 -1.5614 -1.3990 -0.424
C -0.04603 3.70220 -0.30317 -0.8872 0.0754 -1.1217 -0.088
O 0.14157 2.66693 -1.38267 -0.0504 1.4060 1.9408 -0.246
C 1.47522 2.17366 -1.42330 0.6505 0.4355 -0.2010 -0.101
N -2.52803 3.61944 -0.42549 0.1239 0.0424 -0.5439 0.042
H -1.55269 5.28910 1.33738 -0.0341 -0.2517 0.3065 0.071
H -2.54048 6.16047 0.29389 0.1509 0.1714 -0.7408 0.091
H -0.72112 6.34898 0.34772 -0.2518 0.3949 -0.5797 0.091
H -1.30812 4.84928 -1.61350 0.1957 0.1119 -0.2709 0.135
H -0.12178 3.29186 0.70379 -0.0230 -0.7389 -0.0784 0.109
H 0.82450 4.35704 -0.26479 0.0176 0.1434 -0.4359 0.125
H 1.53802 1.17826 -1.86298 -0.4712 -0.1737 0.3617 0.077
H 1.95502 2.21362 -0.44540 -0.1562 -0.3867 0.1516 0.082
H 2.10650 2.77763 -2.07508 -0.0882 0.4436 -0.1239 0.090
H -3.29495 4.08894 -0.88538 -0.5440 0.3058 0.2451 0.092
H -2.41032 2.83789 -1.05432 0.2103 -0.6577 0.2414 0.041
C -4.63234 -0.43619 0.08465 -0.0047 1.0878 -1.1329 -0.682
O -4.62372 0.47465 -0.75088 -0.5321 -0.8615 0.7411 0.007
N -5.71277 -1.04900 0.63537 -1.1501 0.6214 -0.6181 0.146
N -3.51571 -1.00738 0.56304 1.0527 -0.4386 0.4975 0.159
H -6.59923 -0.82081 0.20850 -0.0063 -0.1688 0.6629 0.112
H -5.59959 -1.61969 1.46096 -0.5443 0.2353 -0.3320 0.104
H -3.76234 -1.91091 0.94107 1.1812 -0.1314 -0.2013 0.098
H -2.69244 -0.88956 -0.01006 0.0456 -0.3101 0.3020 0.087
C -2.20817 0.33379 -3.25023 -0.1348 -0.8620 -0.2528 -0.772
O -1.52968 -0.64743 -3.10872 1.7495 -2.5275 0.5047 0.030
N -1.85460 1.51105 -2.83781 0.4870 3.4724 0.9539 0.183
N -3.37783 0.33409 -3.84798 -2.6510 -0.1642 -1.4882 0.180
H -2.48724 2.26099 -3.07753 0.6261 0.1863 0.1435 0.113
H -0.94208 1.73369 -2.46655 -0.1190 0.0694 0.0399 0.075
H -3.78270 -0.53322 -4.17039 0.0518 0.3044 0.2684 0.125
H -3.95643 1.14936 -3.70420 -0.3047 -0.6149 -0.2505 0.109
C 0.73670 -1.07198 -0.17067 1.2252 -0.8565 1.0054 -0.804
O 1.51398 -1.51066 0.64627 1.9339 -1.0071 2.4173 0.015
N 0.78154 -1.38339 -1.40632 1.1436 -1.6524 -4.2870 0.218
N -0.21191 -0.27126 0.12900 -4.5292 3.6924 1.4173 0.213
H 1.56951 -1.97503 -1.62802 -0.1536 -0.0446 -0.5782 0.110
H 0.09059 -1.05194 -2.06422 0.0313 -0.2482 -0.4024 0.063
H -0.31569 0.13682 1.04704 0.0332 -0.2487 0.0979 0.079
H -0.82861 0.07103 -0.59392 0.1802 0.1090 0.0670 0.096
C 2.58948 -2.86169 4.28004 4.5142 0.0165 2.1103 -0.806
O 3.46949 -2.93870 5.14575 -0.2464 -0.3082 1.2092 -0.018
N 1.35075 -3.13961 4.46005 -3.3421 -0.8922 1.7048 0.184
N 2.98097 -2.47550 3.10951 0.5270 1.2141 -4.6441 0.173
H 0.62577 -2.87614 3.80807 -0.3979 -0.0341 0.0458 0.042
H 1.16257 -3.15413 5.45226 -0.5143 -0.2608 -0.1868 0.118
H 3.97155 -2.39668 2.92885 -0.3720 -0.0259 0.2477 0.118
H 2.33596 -2.41505 2.33465 0.1673 0.1559 -0.1875 0.063
C -3.19452 3.33438 3.22889 0.3465 -3.7048 1.7563 -0.742
O -3.48985 2.99978 4.37393 0.2000 0.8620 0.0921 0.011
N -2.27760 2.71562 2.48310 3.5241 -1.9246 -1.4753 0.166
N -3.83793 4.11987 2.43127 -3.2534 3.9411 -1.5518 0.161
H -2.22274 2.84164 1.48250 -0.6098 0.4730 0.0493 0.045
H -1.63376 1.96815 2.69955 -0.3447 0.1568 1.2130 0.071
H -3.54108 4.20508 1.46965 -0.3145 -0.0448 0.2113 0.061
H -4.72237 4.51218 2.72104 0.3140 -0.0089 -0.0437 0.123
C 5.70615 -2.29653 -1.98478 0.2357 -0.7158 -0.4894 -0.069
C 4.94061 -2.07599 -0.70283 -0.6650 0.4691 -1.8873 -0.456
C 4.72138 -0.55604 -0.50455 -0.3653 -1.3093 0.7390 -0.045
O 3.68035 -2.75515 -0.94655 0.6555 0.4141 0.7415 -0.080
H 6.61050 -1.69207 -2.05461 0.0081 -0.1391 -0.0538 0.081
H 5.05985 -2.11691 -2.84392 -0.1979 0.8312 0.1047 0.072
H 5.90359 -3.34821 -2.19237 0.5444 -0.1682 0.5953 0.078
H 5.38067 -2.55125 0.17385 0.3959 0.2071 0.0045 0.135
H 4.15218 -0.11539 -1.32305 0.2773 -0.1213 -0.2428 0.077
H 5.68895 -0.07702 -0.35470 -0.1835 0.2270 0.0622 0.080
H 4.07671 -0.49488 0.37224 0.1491 0.5457 0.2555 0.059
H 3.33434 -2.77300 -0.05126 -1.0573 -0.1913 -0.0165 0.051
C 2.34666 -3.44273 -4.97047 1.5970 -1.3566 1.2522 -0.079
C 1.66813 -2.60298 -5.97946 -0.7244 2.0885 1.0597 -0.472
C 1.12581 -1.32730 -5.24577 0.4868 0.1728 -0.7754 -0.046
O 2.56437 -2.13555 -6.98984 -0.2824 -0.2268 0.2329 -0.047
H 3.16453 -3.97919 -5.45151 -0.0145 -0.4507 -0.0750 0.079
H 1.74348 -4.17233 -4.43014 -0.4657 -0.1125 -0.4999 0.088
H 2.84627 -2.95715 -4.13220 0.0282 0.8040 -0.2153 0.067
H 0.87705 -3.21616 -6.41110 -0.3107 0.3259 -0.2965 0.132
H 0.58327 -1.53119 -4.32263 -0.4423 -0.2020 -0.4562 0.049
H 0.63490 -0.61991 -5.91413 -0.8370 -0.4901 -0.0786 0.073
H 1.93209 -0.66334 -4.93407 0.7775 -0.5529 0.1249 0.075
H 2.99953 -2.92382 -7.32280 0.2028 0.0139 -0.2624 0.078
```
Positions in Å, forces in eV/Å.

Multiplicity: 1
SMILES: COC[C@H](C)N.COC[C@H](C)N.NC(N)=O.NC(N)=O.NC(N)=O.NC(N)=O.NC(N)=O.CC(C)O.CC(C)O
Electronic energy, eV: -56954.52377